A.
A cluster of 2 separate species, C5H16N3 in total. Source: the Open Molecules 2025 dataset; level of theory: the ωB97M-V functional and the def2-TZVPD basis.

Last column: natural (NBO) charge in e.
Cartesian coordinates (Å):
N -0.124 0.224 0.597  -0.539
N 2.252 0.054 0.769  -0.762
N 1.252 1.312 -0.865  -0.752
C -1.350 0.762 2.731  -0.655
C -1.450 -0.702 -2.960  -0.628
C -0.582 -0.260 1.979  -0.202
C 1.095 0.641 0.278  0.674
C -0.804 -1.866 -2.186  -0.614
H -1.480 -2.722 -2.067  0.221
H 2.110 -0.501 1.601  0.408
H 0.138 -2.293 -2.523  0.218
H -0.670 -0.190 -3.502  0.210
H 0.437 1.454 -1.442  0.422
H 0.334 -0.616 2.476  0.202
H 2.165 1.511 -1.241  0.432
H -2.125 -1.190 -3.675  0.234
H 2.981 0.750 0.873  0.411
H -1.702 1.532 2.070  0.223
H -0.934 1.291 3.585  0.247
H -2.072 -0.139 -2.220  0.193
H -0.845 0.652 0.032  0.408
H -0.480 -1.514 -1.174  0.170
H -1.095 -1.196 1.748  0.235
H -2.208 0.224 3.148  0.247

**Charge**: +1
**2S+1**: 1
**Lowest unoccupied orbital energy**: -3.15 eV

---

B.
A cluster of 2 separate species, C5H16N3 in total. Source: the Open Molecules 2025 dataset; level of theory: the ωB97M-V functional and the def2-TZVPD basis.

Last column: natural (NBO) charge in e.
Cartesian coordinates (Å):
N -1.193 1.517 -0.692  -0.793
N 0.661 0.373 -1.048  -0.425
N -0.470 -1.876 1.554  -0.717
C -1.336 -0.749 1.099  -0.665
C 0.011 -0.638 -1.982  -0.418
C 0.353 1.736 1.119  -0.683
C 2.013 0.002 -0.740  -0.417
C -0.101 1.002 -0.133  0.615
H 0.985 0.994 1.608  0.226
H 0.447 -1.426 1.502  0.434
H 2.501 0.652 -0.023  0.229
H -1.714 2.280 -0.149  0.412
H -0.282 2.238 1.760  0.259
H 0.831 -0.952 -2.560  0.228
H -0.484 -2.659 0.785  0.434
H -1.699 1.106 -1.498  0.417
H -0.637 -1.334 -1.557  0.213
H 2.577 0.032 -1.638  0.226
H -0.794 -2.291 2.454  0.425
H 2.050 -1.110 -0.477  0.174
H -0.569 -0.101 -2.749  0.215
H 0.807 2.655 0.699  0.257
H -1.594 -0.184 1.979  0.174
H -2.363 -1.267 0.688  0.178

**Charge**: +1
**2S+1**: 1
**Lowest unoccupied orbital energy**: -3.00 eV

---

C.
A cluster of 2 separate species, C5H16N3 in total. Source: the Open Molecules 2025 dataset; level of theory: the ωB97M-V functional and the def2-TZVPD basis.

Last column: natural (NBO) charge in e.
Cartesian coordinates (Å):
N 1.406 0.199 -0.512  -0.551
N 0.279 -1.804 -0.793  -0.754
N 0.743 -0.988 1.336  -0.781
C -2.505 0.392 0.520  -0.617
C -2.805 -1.059 0.240  -0.630
C 1.104 2.568 -0.962  -0.601
C 0.840 -0.893 -0.006  0.688
C 1.512 1.515 0.132  -0.229
H -2.374 0.951 -0.435  0.202
H 0.424 -1.841 -1.791  0.432
H -0.159 -2.598 -0.369  0.425
H 1.653 2.254 -1.852  0.198
H -3.296 0.990 0.975  0.235
H -2.872 -1.684 1.115  0.208
H 1.624 0.137 -1.489  0.410
H -3.795 -1.240 -0.203  0.230
H 1.554 3.494 -0.627  0.237
H -1.535 0.485 0.999  0.185
H 2.519 1.816 0.408  0.218
H 0.177 -1.740 1.696  0.418
H 0.060 2.629 -1.240  0.229
H 1.560 -0.715 1.867  0.433
H 0.849 1.582 0.983  0.228
H -2.148 -1.457 -0.527  0.187

**Charge**: +1
**2S+1**: 1
**Lowest unoccupied orbital energy**: -3.04 eV

---

D.
A structure of composition C5H16N3. Source: the Open Molecules 2025 dataset; level of theory: the ωB97M-V functional and the def2-TZVPD basis.

Last column: natural (NBO) charge in e.
Cartesian coordinates (Å):
N -0.184 -2.220 0.433  -0.742
N 1.919 -0.832 -2.396  -0.817
N -0.588 0.031 1.478  -0.782
C -1.396 2.394 1.096  -0.236
C 0.190 -1.882 -0.959  -0.233
C -1.139 0.990 0.515  -0.274
C -0.644 3.483 0.819  -0.335
C 1.584 -1.298 -0.984  -0.236
H 0.104 -2.751 -1.600  0.232
H 2.282 -2.079 -0.626  0.205
H 1.357 -0.022 -2.559  0.351
H -0.521 -1.111 -1.300  0.202
H -2.293 2.444 1.709  0.210
H -1.271 0.078 2.250  0.401
H -0.453 1.160 -0.315  0.203
H -1.071 -2.757 0.457  0.419
H -2.097 0.628 0.098  0.217
H -0.331 -1.197 1.026  0.430
H -0.812 4.495 1.229  0.233
H 0.205 3.379 0.141  0.194
H 1.652 -0.443 -0.263  0.164
H 0.224 0.482 1.879  0.401
H 0.529 -2.802 0.834  0.409
H 2.907 -0.479 -2.491  0.383

**Charge**: +1
**2S+1**: 1
**Lowest unoccupied orbital energy**: -2.88 eV

---

Quick one: most stable of them? C

---

A.
A cluster of 3 separate species, C3H13NO2S in total. Source: the Open Molecules 2025 dataset; level of theory: the ωB97M-V functional and the def2-TZVPD basis.

Last column: natural (NBO) charge in e.
Cartesian coordinates (Å):
S -3.583 -0.853 1.481  -0.091
O 3.677 2.568 -1.500  -0.923
O 3.173 -0.494 -2.663  -0.938
N 1.478 -0.490 0.129  -0.850
C -2.138 0.256 0.979  -0.471
C -0.867 -0.553 0.840  -0.436
C 0.177 0.251 0.067  -0.217
H 3.494 -0.051 -1.879  0.461
H 3.793 2.090 -0.677  0.457
H -0.380 -0.876 1.762  0.220
H 2.304 0.096 0.195  0.338
H 1.588 -1.001 -0.735  0.369
H 3.864 -1.141 -2.858  0.476
H -1.040 -1.518 0.362  0.210
H 2.914 2.126 -1.890  0.470
H -2.457 0.698 0.042  0.218
H -2.101 0.941 1.818  0.219
H -0.084 0.222 -0.994  0.179
H -2.852 -1.849 1.993  0.118
H 0.308 1.276 0.399  0.191

**2S+1**: 1
**SMILES**: NCCCS.O.O
**Lowest unoccupied orbital energy**: 0.31 eV

---

B.
A structure of composition C3H13NO2S. Source: the Open Molecules 2025 dataset; level of theory: the ωB97M-V functional and the def2-TZVPD basis.

Last column: natural (NBO) charge in e.
Cartesian coordinates (Å):
S 1.893 -0.278 2.039  -0.081
O 1.558 -2.525 -0.339  -0.956
O -0.391 -1.425 -2.013  -0.972
N -0.824 1.556 -0.362  -0.629
C 1.343 0.522 0.522  -0.559
C -2.248 1.381 -0.202  -0.418
C -0.147 0.855 0.714  -0.220
H -0.597 1.258 -1.314  0.372
H 2.046 -3.356 -0.394  0.487
H -2.680 0.393 0.088  0.173
H -0.318 1.473 1.608  0.183
H -0.598 -0.134 0.875  0.172
H 1.977 1.386 0.308  0.220
H 1.345 -0.164 -0.355  0.239
H -0.640 -2.100 -2.653  0.466
H -2.608 1.963 0.680  0.176
H 1.428 1.228 2.884  0.162
H -2.719 1.874 -1.052  0.205
H 0.171 -1.895 -1.378  0.494
H 2.009 -2.013 0.342  0.484

**2S+1**: 1
**Lowest unoccupied orbital energy**: -0.42 eV

---

C.
A cluster of 3 separate species, C3H13NO2S in total. Source: the Open Molecules 2025 dataset; level of theory: the ωB97M-V functional and the def2-TZVPD basis.

Last column: natural (NBO) charge in e.
Cartesian coordinates (Å):
S -3.259 2.902 -1.356  -0.027
O 2.392 0.098 -0.047  -0.936
O 5.809 -1.800 1.849  -0.936
N -0.122 -1.177 0.404  -0.874
C -2.654 1.219 -1.204  -0.540
C -1.469 0.822 -0.266  -0.410
C -1.218 -0.666 -0.490  -0.230
H -2.286 0.924 -2.188  0.224
H -2.967 3.266 -0.068  0.123
H -2.207 -1.179 -0.652  0.206
H 5.784 -2.394 1.089  0.470
H 1.990 1.033 -0.129  0.447
H -0.396 -1.970 1.030  0.376
H 5.429 -2.289 2.582  0.466
H -3.563 0.691 -0.898  0.217
H -1.712 0.895 0.869  0.197
H -0.530 1.399 -0.344  0.208
H 0.241 -0.607 1.164  0.361
H 1.529 -0.308 0.169  0.469
H -0.790 -0.858 -1.515  0.188

**2S+1**: 1
**SMILES**: NCCCS.O.O
**Lowest unoccupied orbital energy**: 0.76 eV

---

Quick one: most stable of them? A

---

A.
The molecule C2H3N3S. Source: the Open Molecules 2025 dataset; level of theory: the ωB97M-V functional and the def2-TZVPD basis.

Last column: natural (NBO) charge in e.
Cartesian coordinates (Å):
S -3.302 -0.271 -0.043  0.230
N 2.240 -0.918 -0.065  -0.652
N -0.687 0.850 0.016  -0.294
N 0.541 0.504 -0.211  -0.466
C 1.006 -0.720 0.073  0.209
C -1.783 0.173 0.065  0.084
H -0.903 1.794 -0.010  0.419
H 0.326 -1.396 0.501  0.137
H 2.563 -0.016 -0.326  0.332

**2S+1**: 1
**Lowest unoccupied orbital energy (alpha / beta)**: -1.73 / -1.72 eV

---

B.
The molecule C2H3N3S. Source: the Open Molecules 2025 dataset; level of theory: the ωB97M-V functional and the def2-TZVPD basis.

Last column: natural (NBO) charge in e.
Cartesian coordinates (Å):
S 1.096 0.863 1.459  -0.208
N -0.716 -1.347 -1.069  -0.410
N -1.056 0.752 -0.475  -0.428
N 0.506 -0.885 -0.351  -0.444
C -1.456 -0.216 -1.260  0.222
C 0.214 0.222 0.201  0.202
H -0.332 -1.818 -1.838  0.386
H -2.209 -0.102 -1.974  0.219
H 1.309 -1.558 0.085  0.461

**2S+1**: 1
**SMILES**: S=c1nc[nH][nH]1
**Lowest unoccupied orbital energy**: 0.49 eV

---

C.
The molecule C2H3N3S. Source: the Open Molecules 2025 dataset; level of theory: the ωB97M-V functional and the def2-TZVPD basis.

Last column: natural (NBO) charge in e.
Cartesian coordinates (Å):
S -1.221 -0.488 0.629  0.376
N 1.507 -0.016 0.439  -0.282
N -0.970 0.052 -1.000  -0.588
N 1.296 0.786 -0.607  -0.473
C 0.128 0.572 -1.282  0.263
C 0.504 -0.453 1.135  -0.115
H 0.150 0.940 -2.249  0.172
H 0.612 -0.988 2.262  0.221
H 2.149 1.384 -1.014  0.425

**2S+1**: 1
**SMILES**: C1=NNC=NS1
**Lowest unoccupied orbital energy**: 0.56 eV

---

D.
The molecule C2H3N3S. Source: the Open Molecules 2025 dataset; level of theory: the ωB97M-V functional and the def2-TZVPD basis.

Last column: natural (NBO) charge in e.
Cartesian coordinates (Å):
S 0.576 -0.939 1.688  -0.019
N -0.097 1.101 -1.560  -0.141
N -1.205 0.555 -1.415  -0.200
N 0.867 0.686 -0.673  -0.297
C -1.179 -0.155 -0.291  -0.143
C 0.129 -0.144 0.119  -0.031
H 0.287 1.393 -2.463  0.412
H -1.847 -1.051 0.076  0.234
H 1.677 0.093 1.948  0.185

**2S+1**: 1
**SMILES**: Sc1cn[nH]n1
**Lowest unoccupied orbital energy**: 0.63 eV

---

Quick one: most stable of them? B

---

A.
A cluster of 2 separate species, C3H8NO2 in total. Source: the Open Molecules 2025 dataset; level of theory: the ωB97M-V functional and the def2-TZVPD basis.

Last column: natural (NBO) charge in e.
Cartesian coordinates (Å):
O 0.259 1.827 -2.135  -0.675
O 1.088 1.369 -0.185  -0.605
N -0.399 -0.383 0.820  -0.389
C 1.330 1.370 -1.404  0.652
C -0.049 -1.540 1.605  -0.469
C -1.558 -0.345 0.188  0.125
H -1.955 -1.353 0.117  0.226
H 0.631 2.444 -2.909  0.522
H -1.050 -2.029 1.948  0.227
H -1.765 0.565 -0.363  0.244
H 0.516 -2.404 1.229  0.262
H 2.352 1.402 -1.765  0.177
H 0.224 0.194 0.323  0.446
H 0.376 -1.118 2.531  0.257

**Charge**: +1
**2S+1**: 1
**Lowest unoccupied orbital energy**: -5.28 eV

---

B.
A cluster of 2 separate species, C3H8NO2 in total. Source: the Open Molecules 2025 dataset; level of theory: the ωB97M-V functional and the def2-TZVPD basis.

Last column: natural (NBO) charge in e.
Cartesian coordinates (Å):
O -0.971 -0.527 -0.741  -0.617
O -1.422 1.168 -2.078  -0.704
N 1.239 -0.497 0.774  -0.378
C 0.210 -0.515 1.863  -0.408
C 1.558 0.390 -0.094  0.155
C -1.711 -0.022 -1.540  0.672
H 0.898 1.091 -0.586  0.244
H -1.717 1.376 -2.973  0.522
H -0.225 0.479 1.909  0.238
H -0.551 -1.246 1.599  0.262
H -2.745 -0.346 -1.654  0.135
H 2.626 0.531 -0.173  0.217
H 0.792 -0.763 2.745  0.240
H 2.019 -1.120 0.948  0.422

**Charge**: +1
**2S+1**: 1
**Lowest unoccupied orbital energy**: -5.06 eV

---

Quick one: most stable of them? B